*w*
{
  "formula": "C2H5NS2",
  "method": "the ωB97M-V functional and the def2-TZVPD basis",
  "total_charge": 0,
  "e_homo_ev": -7.76,
  "homo_lumo_gap_ev": 7.99,
  "elements": ["C", "C", "N", "S", "S", "H", "H", "H", "H", "H"],
  "xyz": [[0.15666, 0.29137, -0.32955], [1.33294, 0.84059, 0.48267], [-1.39645, -1.60674, -0.53511], [-1.38623, 1.34465, -0.33496], [-1.06158, -0.42267, 0.63920], [-0.67222, -1.33154, -1.26694], [1.89835, 1.67806, -0.23574], [2.00940, 0.10985, 0.75392], [1.23735, 1.48325, 1.39833], [-2.11822, -2.38681, -0.57183]],
  "mulliken_charge": [-0.223, -0.997, -0.385, -0.143, 0.206, 0.416, 0.218, 0.360, 0.332, 0.217]
}

***

*x*
{
  "formula": "C2H5NS2",
  "method": "the ωB97M-V functional and the def2-TZVPD basis",
  "total_charge": 0,
  "e_homo_ev": -8.95,
  "homo_lumo_gap_ev": 9.55,
  "smiles": "[H]/N=C/SCS",
  "elements": ["C", "C", "N", "S", "S", "H", "H", "H", "H", "H"],
  "xyz": [[-0.31944, -0.59291, 1.64363], [0.06238, 0.97158, -0.50698], [-0.51917, -0.70488, 2.88233], [0.09575, 2.58857, -1.43995], [-0.26841, 1.14576, 1.27624], [-0.03962, -1.17697, 0.81879], [-0.66284, 0.31357, -1.14591], [0.97623, 0.38071, -0.56704], [-0.37688, -1.65519, 3.22442], [0.78845, 2.08711, -2.56993]],
  "mulliken_charge": [0.007, -0.699, -0.520, -0.197, -0.038, 0.340, 0.374, 0.368, 0.229, 0.136]
}

***

Most stable of them? *x*.

***

*w*
{
  "formula": "CH3N2O3S",
  "method": "the ωB97M-V functional and the def2-TZVPD basis",
  "total_charge": -1,
  "e_homo_ev": -4.19,
  "homo_lumo_gap_ev": 8.28,
  "elements": ["C", "N", "N", "O", "O", "O", "S", "H", "H", "H"],
  "xyz": [[0.35235, 0.45860, -0.51864], [2.07446, -0.61389, 0.38218], [0.76823, -0.61480, -0.06871], [-2.78236, 0.76871, 0.72090], [-0.83990, 0.63372, -0.90249], [-2.91406, -1.01508, -0.90224], [-2.10102, -0.35069, 0.08268], [1.05935, 1.37563, -0.35149], [1.96926, -1.10212, 1.21175], [2.41369, 0.45993, 0.34606]],
  "mulliken_charge": [0.232, -0.538, -0.162, -0.572, -0.473, -0.546, 0.520, 0.088, 0.221, 0.230]
}

***

*x*
{
  "formula": "CH3N2O3S",
  "method": "the ωB97M-V functional and the def2-TZVPD basis",
  "total_charge": -1,
  "e_homo_ev": -3.37,
  "homo_lumo_gap_ev": 6.41,
  "elements": ["C", "N", "N", "O", "O", "O", "S", "H", "H", "H"],
  "xyz": [[1.07049, -0.84751, 0.38856], [0.46377, 1.26359, -0.27543], [1.17214, 0.09810, -0.43857], [1.30501, -4.84449, 2.39631], [1.70030, -1.90444, 0.41949], [1.97410, -5.24797, 0.15760], [2.14344, -4.41763, 1.33881], [0.26842, -0.61796, 1.31038], [0.28768, 1.23957, 0.78688], [-0.39598, 1.22622, -0.75944]],
  "mulliken_charge": [-0.168, -0.442, -0.379, -0.434, -0.495, -0.442, 0.821, 0.084, 0.249, 0.206]
}

***

Most stable of them? *w*.

***

*w*
{
  "formula": "C4H4O",
  "method": "the ωB97M-V functional and the def2-TZVPD basis",
  "total_charge": 0,
  "e_homo_ev": -10.38,
  "homo_lumo_gap_ev": 11.52,
  "smiles": "C1[C@]23C[C@]12O3",
  "elements": ["C", "C", "C", "C", "O", "H", "H", "H", "H"],
  "xyz": [[-0.23048, -1.18477, 0.04503], [-0.17437, 1.17150, -0.05642], [-0.79990, 0.02703, 0.76405], [-0.88619, -0.04197, -0.76802], [-1.98342, 0.08622, 0.04539], [0.84812, -1.51551, -0.09256], [-0.82942, -2.02208, 0.15048], [-0.78784, 2.09624, -0.15363], [0.87263, 1.56626, -0.09414]],
  "mulliken_charge": [-0.336, -0.401, 0.077, 0.003, -0.265, 0.217, 0.248, 0.217, 0.240]
}

***

*x*
{
  "formula": "C4H4O",
  "method": "the ωB97M-V functional and the def2-TZVPD basis",
  "total_charge": 0,
  "e_homo_ev": -8.83,
  "homo_lumo_gap_ev": 10.01,
  "smiles": "c1ccoc1",
  "elements": ["C", "C", "C", "C", "H", "H", "H", "H", "O"],
  "xyz": [[0.75137, -0.50990, -0.73642], [-0.62197, -0.82728, -0.61575], [-1.10595, 0.04481, 0.32921], [1.07604, 0.45306, 0.17070], [1.48205, -1.06596, -1.34180], [-1.24865, -1.53262, -1.10613], [-2.09111, 0.21802, 0.73437], [2.00548, 0.87137, 0.45618], [-0.09308, 0.81813, 0.79637]],
  "mulliken_charge": [-0.342, -0.331, -0.224, -0.337, 0.327, 0.400, 0.384, 0.409, -0.285]
}

***

Most stable of them? *x*.

***

*w*
{
  "formula": "C4H4O",
  "method": "the ωB97M-V functional and the def2-TZVPD basis",
  "total_charge": 0,
  "e_homo_ev": -9.68,
  "homo_lumo_gap_ev": 10.22,
  "elements": ["C", "C", "C", "C", "O", "H", "H", "H", "H"],
  "xyz": [[-1.76757, -2.17120, 0.73056], [0.12681, 0.43101, -0.87272], [-0.97994, -0.96119, 0.96208], [0.14650, -0.40216, 0.15808], [-2.26940, -1.05441, 0.32525], [-1.25073, -0.53449, 1.98102], [1.25466, -0.67570, 0.50518], [-0.89686, 0.83392, -1.26620], [1.06509, 0.70131, -1.15426]],
  "mulliken_charge": [-0.154, -0.648, 0.187, -0.204, -0.147, 0.244, 0.193, 0.208, 0.322]
}

***

*x*
{
  "formula": "C4H4O",
  "method": "the ωB97M-V functional and the def2-TZVPD basis",
  "total_charge": 0,
  "e_homo_ev": -9.94,
  "homo_lumo_gap_ev": 10.80,
  "smiles": "C#CCC=O",
  "elements": ["O", "C", "C", "C", "C", "H", "H", "H", "H"],
  "xyz": [[0.77025, 1.92762, 0.14566], [0.68564, 1.08425, -0.70856], [-0.31935, -0.06644, -0.64619], [-0.35914, -0.70215, 0.66990], [-0.35782, -1.23197, 1.74991], [1.33177, 1.11919, -1.61530], [-0.10276, -0.80545, -1.42451], [-1.30053, 0.36659, -0.88542], [-0.34807, -1.69164, 2.71451]],
  "mulliken_charge": [-0.430, 0.006, -0.521, -0.432, 0.159, 0.301, 0.285, 0.242, 0.390]
}

***

Most stable of them? *x*.